1.
Molecular formula: C7H8
Method: DFT, ωB97M-V/def2-TZVPD

CARTESIAN COORDINATES (ANGSTROEM)
C: 1.1224 1.6142 0.9350
C: 0.4926 0.5266 0.1027
C: 0.8916 -0.7877 0.2638
C: 0.0343 -1.8235 -0.1459
C: -1.2446 -1.4894 -0.5332
C: -1.4714 -0.2158 -1.0625
C: -0.5897 0.8000 -0.7595
H: 1.6351 1.1698 1.7856
H: 1.7657 2.2534 0.3282
H: 0.3583 2.2355 1.4081
H: 1.6878 -0.9689 0.9746
H: 0.2743 -2.8501 0.1020
H: -1.9877 -2.2703 -0.6311
H: -2.2810 -0.0461 -1.7629
H: -0.6876 1.8523 -1.0048

frontier orbital gap	0.36415	Eh
LUMO energy	1.055	eV
total charge	0
energy relative to the best compared isomer or geometry (same formula, charge and spin)	59.9	kJ/mol

***

2.
Molecular formula: C7H8
Method: DFT, ωB97M-V/def2-TZVPD

CARTESIAN COORDINATES (ANGSTROEM)
C: 2.9650 0.7879 -0.3101
C: 1.7761 0.9086 -0.4614
C: 0.3119 0.9656 -0.5439
C: -0.3060 -0.1114 0.3836
C: -0.1520 -1.5212 -0.2018
C: -1.7128 0.1857 0.6866
C: -2.8626 0.4222 0.9562
H: 4.0202 0.6785 -0.1841
H: -0.0153 0.7944 -1.5778
H: -0.0476 1.9591 -0.2499
H: 0.2480 -0.0705 1.3293
H: -0.7884 -1.6441 -1.0842
H: 0.8879 -1.7030 -0.4927
H: -0.4465 -2.2763 0.5326
H: -3.8780 0.6246 1.2176

frontier orbital gap	0.40356	Eh
LUMO energy	1.038	eV
total charge	0
energy relative to the best compared isomer or geometry (same formula, charge and spin)	356.7	kJ/mol

***

3.
Molecular formula: C7H8
Method: DFT, ωB97M-V/def2-TZVPD

CARTESIAN COORDINATES (ANGSTROEM)
C: -1.4069 -0.4532 1.6057
C: -0.4298 -0.0084 0.5517
C: 0.7520 -0.7861 0.4835
C: 1.7391 -0.4718 -0.4302
C: 1.4432 0.5480 -1.3739
C: 0.1526 0.9563 -1.5600
C: -0.8180 0.7205 -0.5472
H: -2.1111 0.3296 1.9127
H: -0.9222 -0.7687 2.5281
H: -2.0504 -1.2751 1.3018
H: 0.7941 -1.7844 0.8921
H: 2.4063 -1.2621 -0.7637
H: 2.1948 1.1257 -1.8990
H: -0.0843 1.7384 -2.2720
H: -1.6593 1.3913 -0.4297

frontier orbital gap	0.35744	Eh
LUMO energy	0.950	eV
total charge	0
energy relative to the best compared isomer or geometry (same formula, charge and spin)	121.5	kJ/mol

***

4.
Molecular formula: C7H8
Method: DFT, ωB97M-V/def2-TZVPD

CARTESIAN COORDINATES (ANGSTROEM)
C: 2.1293 0.4271 0.0420
C: 3.0469 -0.4145 -0.1479
C: 0.7507 0.8261 0.1554
C: 0.3177 -0.4705 -0.1239
C: 1.6870 -1.1959 -0.3672
C: 0.1537 2.0532 0.6188
C: -1.0234 -1.0912 -0.2331
H: 1.5438 -1.6593 -1.3592
H: 1.7468 -1.8451 0.4701
H: -0.9676 1.9790 0.6130
H: 0.5561 3.0602 0.2507
H: 0.4095 2.1717 1.7001
H: -1.9129 -0.3723 -0.3966
H: -1.4502 -1.6990 0.4762
H: -0.9231 -1.7590 -1.0778

frontier orbital gap (alpha / beta)	0.21816 / 0.27699	Eh
spin multiplicity	3
LUMO energy (alpha / beta)	0.809 / -1.946	eV
total charge	0
energy relative to the best compared isomer or geometry (same formula, charge and spin)	458.8	kJ/mol

***

5.
Molecular formula: C7H81N2O35
Method: DFT, ωB97M-V/def2-TZVPD

CARTESIAN COORDINATES (ANGSTROEM)
O: 4.5402 -1.2947 0.5675
C: 3.6499 -1.2362 -0.5537
C: 2.9098 0.1543 -0.5678
C: 2.0215 0.2726 0.7620
C: 0.5019 0.4763 0.4325
N: -0.1315 -0.8359 0.1463
C: -0.1266 -1.9081 1.0320
C: -0.7987 -2.9969 0.3703
N: -1.1791 -2.4693 -0.8605
C: -0.7638 -1.1542 -1.0178
H: 5.0143 -2.1457 0.5860
H: 4.2038 -1.3660 -1.5291
H: 2.8752 -2.0509 -0.4657
H: 3.7019 0.9354 -0.4654
H: 2.3049 0.3128 -1.4991
H: 2.2420 -0.6757 1.3339
H: 2.4140 1.1139 1.4242
H: 0.4231 1.0879 -0.5089
H: -0.0620 1.0531 1.2207
H: 0.3625 -1.8288 2.0271
H: -0.9271 -4.0003 0.8318
H: -1.6995 -3.0386 -1.5247
H: -0.9221 -0.5016 -1.9029
O: 0.0772 1.8644 -2.6298
H: -0.0791 2.6883 -2.1495
H: -0.1710 2.0741 -3.5444
O: 2.3718 3.2118 2.4673
H: 3.1147 3.8298 2.4858
H: 2.4203 2.7617 3.3227
O: -0.2883 4.1459 3.5135
H: -0.5458 3.6288 2.7410
H: 0.5969 4.4646 3.2986
O: 7.2571 -2.4140 -0.9649
H: 7.0419 -1.5954 -0.4979
H: 7.0516 -2.2165 -1.8897
O: -0.1113 -1.3414 4.3953
H: -0.9959 -1.0391 4.1492
H: -0.2718 -1.9868 5.1007
O: -2.5523 2.6918 2.4780
H: -2.5604 1.9541 3.1015
H: -3.1167 3.3588 2.8970
O: 6.8476 -0.8961 2.1708
H: 5.9727 -0.5735 1.9143
H: 6.6631 -1.5869 2.8176
O: -4.7997 4.0444 4.1265
H: -5.6751 4.3591 3.8728
H: -4.9798 3.3430 4.7664
O: 4.9878 -4.8556 -1.3619
H: 5.7315 -4.2368 -1.3466
H: 5.0340 -5.2964 -0.5055
O: -2.5014 0.9084 5.0231
H: -1.7670 1.5371 5.0507
H: -2.4552 0.4560 5.8745
O: -4.6289 4.4222 6.7119
H: -4.1689 4.8351 5.9703
H: -4.5311 5.0547 7.4328
O: 5.0713 3.5284 1.1745
H: 4.8088 3.0117 0.4022
H: 5.9585 3.8386 0.9590
O: -2.7262 1.7549 -2.4677
H: -1.9002 1.6297 -1.9858
H: -3.0498 0.8540 -2.6147
O: 0.4931 -2.2711 -4.0998
H: 0.5143 -3.2180 -4.2916
H: 0.1743 -2.2163 -3.1931
O: 3.8960 2.3108 -1.9240
H: 4.0563 3.1506 -2.3736
H: 3.5187 1.7471 -2.6088
O: 3.6918 1.5245 4.8370
H: 3.8956 0.6766 4.4255
H: 4.5086 1.7673 5.2889
O: -5.6074 1.9976 -3.3112
H: -5.4435 1.1418 -3.7297
H: -4.7648 2.2195 -2.8946
O: -7.5813 4.5378 -2.7949
H: -6.9840 3.7849 -2.6991
H: -8.0692 4.5573 -1.9611
O: -8.4026 6.0805 -0.5735
H: -7.9601 6.4722 -1.3378
H: -8.2504 6.7147 0.1355
O: 5.7582 -2.6905 -3.8368
H: 4.8860 -2.3670 -4.0915
H: 5.5713 -3.3819 -3.1894
O: -1.2704 -6.0165 1.3412
H: -1.9431 -5.9623 2.0334
H: -1.6335 -6.6591 0.7189
O: 2.7039 -3.9556 2.2112
H: 2.0187 -4.6142 2.4123
H: 2.2114 -3.1687 1.9559
O: -0.7961 -2.7803 6.9469
H: -0.0846 -2.3637 7.4540
H: -1.0910 -3.5068 7.5070
O: -4.3388 1.1381 0.3802
H: -3.9012 1.5274 -0.3871
H: -4.1712 1.7724 1.0903
O: -2.9841 -0.9914 -3.3010
H: -2.1660 -1.1072 -2.8023
H: -3.2986 -1.8921 -3.4547
O: -4.6324 2.9370 -6.1102
H: -4.0322 2.1867 -6.0159
H: -5.1201 2.9525 -5.2752
O: -1.4530 2.8115 -5.7577
H: -1.6356 3.6259 -5.2742
H: -1.6851 3.0245 -6.6693
O: 1.8566 -2.3912 -6.9076
H: 1.8863 -3.3327 -7.1139
H: 1.5308 -2.3550 -6.0008
O: -0.6205 -4.1096 3.4744
H: -0.4850 -3.3039 2.9659
H: -1.0156 -4.7216 2.8382
O: -1.9734 -0.3113 -5.9551
H: -1.3744 -1.0612 -5.8613
H: -2.4678 -0.2998 -5.1268
O: -6.6499 0.0719 -5.5294
H: -6.4929 0.9066 -5.9914
H: -7.0642 -0.4900 -6.1935
O: 0.8717 -0.2339 7.0198
H: 1.4607 0.5281 7.0650
H: 0.9407 -0.5328 6.1039
O: 1.3253 -6.0457 3.6059
H: 1.3321 -6.7287 4.2856
H: 0.7749 -5.3412 3.9875
O: 6.9797 -0.4981 -5.9778
H: 6.1100 -0.1739 -6.2367
H: 6.7920 -1.1888 -5.3305

frontier orbital gap	0.31696	Eh
LUMO energy	-3.533	eV
total charge	+1
energy relative to the best compared isomer or geometry (same formula, charge and spin)	171.3	kJ/mol

***

6.
Molecular formula: C7H8Br6Cl6O3
Method: DFT, ωB97M-V/def2-TZVPD

CARTESIAN COORDINATES (ANGSTROEM)
C: -1.2909 4.3943 11.6918
Br: -1.4953 5.0050 13.4744
Br: 0.1372 3.1167 11.4795
Br: -1.0651 5.8597 10.4542
H: -2.1681 3.8648 11.3663
C: -1.4161 8.4105 7.9727
Br: -2.5004 9.2521 6.6215
Br: -0.8184 9.7082 9.2352
Br: 0.0371 7.4312 7.1981
H: -2.0317 7.6874 8.4767
C: -5.8979 8.2398 9.8100
Cl: -5.8582 9.8994 10.5349
Cl: -7.2012 7.2842 10.4608
Cl: -4.3292 7.4657 10.0080
H: -6.0371 8.4209 8.7555
C: -1.3124 5.9859 3.7629
Cl: -2.7579 7.0062 3.8748
Cl: 0.0217 6.8297 2.9669
Cl: -1.6916 4.4570 2.9452
H: -1.0037 5.7884 4.7809
C: -1.2526 2.4567 7.7324
C: -2.5209 1.9420 7.0371
O: -3.4276 3.0652 7.2146
C: -2.7182 4.1940 7.4879
O: -3.1597 5.2899 7.5293
O: -1.4059 3.8888 7.6426
H: -0.2849 2.2403 7.2897
H: -1.2172 2.1416 8.7798
H: -2.9368 1.0780 7.5408
H: -2.3750 1.7824 5.9741

frontier orbital gap	0.36187	Eh
LUMO energy	-0.160	eV
total charge	0
energy relative to the best compared isomer or geometry (same formula, charge and spin)	0.7	kJ/mol

***

7.
Molecular formula: C7H8BrN2O
Method: DFT, ωB97M-V/def2-TZVPD

CARTESIAN COORDINATES (ANGSTROEM)
C: -1.4904 0.6468 -1.4633
C: 1.3546 -0.1510 0.7374
C: -2.2956 -0.2592 -0.6191
C: 0.0948 -0.1369 1.0703
C: -0.2045 0.5215 -1.6032
C: 1.7987 0.7582 -0.5251
C: -1.2195 0.0458 1.4021
N: -2.1646 -0.4412 0.5877
N: -1.5966 0.5635 2.5803
O: 0.9986 0.2634 -1.6774
Br: 3.5799 -2.1516 -2.0499
H: -2.0604 1.2196 -2.2075
H: 2.0984 -0.7036 1.1231
H: -3.1271 -0.8179 -1.0846
H: 1.6023 1.7207 -0.2602
H: 2.8477 0.3288 -0.6873
H: -0.9437 1.0194 3.1936
H: -2.6164 0.8348 2.6176
H: 3.3439 -3.2611 -1.1343

frontier orbital gap (alpha / beta)	0.25614 / 0.25620	Eh
LUMO energy (alpha / beta)	-5.060 / -5.059	eV
total charge	+1
energy relative to the best compared isomer or geometry (same formula, charge and spin)	536.7	kJ/mol

***

8.
Molecular formula: C7H8Cl12O3
Method: DFT, ωB97M-V/def2-TZVPD

CARTESIAN COORDINATES (ANGSTROEM)
Cl: -2.1626 1.7100 1.9444
C: -1.9425 3.4585 1.8165
Cl: -2.9345 4.1419 0.5525
Cl: -0.2375 3.8435 1.5420
H: -2.2197 3.8719 2.7761
Cl: 0.9393 -1.0542 5.1538
C: 2.1835 -1.9966 4.3217
Cl: 1.7729 -3.7010 4.3072
Cl: 3.7703 -1.7249 5.0449
H: 2.2277 -1.6361 3.3025
Cl: -0.3850 -1.5559 1.8690
C: 0.4139 -0.4429 0.7528
Cl: 0.9965 -1.2893 -0.6556
Cl: 1.7630 0.3681 1.5915
H: -0.2868 0.3339 0.4754
Cl: 6.5722 -0.8029 1.9235
C: 5.2018 -0.8688 0.8350
Cl: 4.3423 -2.4050 0.9709
Cl: 5.6960 -0.5931 -0.8355
H: 4.5032 -0.0909 1.1108
O: -1.1917 0.5722 -2.0177
C: -2.0084 0.3407 -2.8434
O: -3.3155 0.0719 -2.6007
C: -4.0051 0.1307 -3.8541
C: -2.9188 -0.3077 -4.8020
O: -1.7660 0.3060 -4.1818
H: -4.8969 -0.4907 -3.8259
H: -4.3368 1.1530 -4.0520
H: -3.0021 0.0467 -5.8242
H: -2.7727 -1.3888 -4.7979

frontier orbital gap	0.41160	Eh
LUMO energy	0.429	eV
total charge	0

***

9.
Molecular formula: C7H8Cl2N2O
Method: DFT, ωB97M-V/def2-TZVPD

CARTESIAN COORDINATES (ANGSTROEM)
C: -1.7902 -0.4662 1.2944
C: -1.0521 -1.3839 0.3014
O: -1.4824 -2.4826 0.1226
N: -0.1470 -0.8020 -0.5292
C: 0.3513 -1.6963 -1.5147
N: 0.4565 0.3866 -0.2943
C: 1.6124 0.5040 0.4536
Cl: 2.5477 -0.8871 0.9052
C: 1.8601 1.8680 0.6576
C: 0.7387 2.5359 0.0793
C: -0.0782 1.5955 -0.4972
Cl: -1.4673 1.7479 -1.4607
H: -2.7642 -0.9121 1.3734
H: -1.4570 -0.5476 2.2682
H: -1.7804 0.5943 1.0349
H: 1.0427 -1.0491 -2.1287
H: 0.6484 -2.6656 -0.9946
H: -0.4030 -2.1148 -2.2920
H: 2.6948 2.2643 1.1060
H: 0.4692 3.5110 0.1145

frontier orbital gap	0.34017	Eh
LUMO energy	0.640	eV
total charge	0
energy relative to the best compared isomer or geometry (same formula, charge and spin)	34.5	kJ/mol

***

10.
Molecular formula: C7H8Cl2OSi
Method: DFT, ωB97M-V/def2-TZVPD

CARTESIAN COORDINATES (ANGSTROEM)
C: -1.8497 -2.0658 1.1206
C: -2.2737 -0.9193 0.4317
C: -0.4992 -2.3617 1.3386
C: -1.2983 -0.0836 -0.1187
C: 0.4320 -1.4494 0.7871
C: 0.0611 -0.3811 -0.0099
C: 1.0053 2.4068 -1.6975
O: 2.8529 0.4732 -0.5166
Si: 1.3441 0.7579 -0.7357
Cl: 4.1033 -0.8865 0.2328
Cl: -0.7976 3.7339 0.4677
H: -2.6115 -2.7726 1.6369
H: -3.2429 -0.6616 0.0832
H: -0.1329 -3.2271 1.8929
H: -1.6822 0.8631 -0.4924
H: 1.4279 -1.7094 1.0452
H: 0.1546 2.9589 -1.4901
H: 1.7823 2.9341 -1.2544
H: 1.2244 2.3904 -2.7217

frontier orbital gap	0.11176	Eh
LUMO energy	-4.560	eV
total charge	0
energy relative to the best compared isomer or geometry (same formula, charge and spin)	492.5	kJ/mol

***

no.,strongest force on any atom (eV/A),E (eV)
1,1.80,-7388.126
2,0.46,-7385.050
3,2.33,-7387.488
4,5.48,-7379.143
5,3.97,-83210.562
6,1.19,-508919.986
7,6.25,-82446.014
8,0.49,-163800.239
9,3.88,-37459.505
10,5.20,-42354.594